ORCA calculation (wB97M-V/def2-TZVPD) on C58H140F9MnN10O19 as an isolated structure in a non-equilibrium geometry.

Its charge is +1. The frontier orbital gap (spin up / spin down) comes out at 2.84 / 5.79 eV. The spin multiplicity is 4. Its molar mass is 1507.7 g mol⁻¹. The calculation puts the total energy at -6320.22190 Ha. For the largest force on an atom, the calculation gives 0.0654 Eh/bohr. The calculation puts the highest occupied orbital energy (spin up / spin down) at -9.6 / -9.6 eV. Its LUMO energy (spin up / spin down) is -0.2489 / -0.1404 Eh.

Last column: Löwdin spin population.
CARTESIAN COORDINATES (ANGSTROEM)
Mn  17.5979  13.2916  22.1376  3.346
F  13.6207  14.3295  23.5574  0.000
F  17.3622  10.3003  20.5481  -0.001
F  13.3230  16.4247  23.0865  -0.002
F  19.8253  14.9020  18.7089  -0.001
F  19.2333  12.9790  18.2061  -0.001
F  18.4443  14.6882  17.0959  -0.005
F  15.3596  9.3033  20.6096  0.001
F  14.9938  15.9650  24.3549  0.000
F  16.7520  8.8767  22.1299  0.000
O  16.6198  13.1636  19.0626  -0.003
O  19.2813  19.0569  18.3490  0.000
O  18.3152  13.7463  20.4840  -0.102
O  12.7924  11.4771  15.2130  0.000
O  19.8683  18.5228  11.4728  0.000
O  15.5699  17.1439  14.5872  0.000
O  16.7736  11.8176  22.8004  -0.246
O  25.4976  14.2023  18.1344  0.000
O  19.9850  9.4984  22.3741  0.000
O  14.6506  10.9661  22.7608  -0.024
O  17.4928  13.6436  11.1783  0.000
O  11.9058  16.1799  19.7283  0.000
O  15.7468  16.5106  21.6485  0.001
O  21.2472  14.2663  23.6184  0.000
O  19.0242  11.0202  14.0139  0.000
O  16.0961  14.3641  22.2803  0.046
O  21.3821  15.4759  14.5821  0.000
O  11.4917  16.3107  12.9170  0.000
O  20.8520  8.3566  19.0630  0.000
N  12.2718  15.4864  16.1424  0.000
N  24.2414  11.6349  17.4828  0.000
N  15.4323  9.9920  14.2803  0.000
N  19.3736  12.2190  22.3847  -0.058
N  18.3867  14.8008  23.7566  0.068
N  14.3037  12.8776  12.7706  0.000
N  20.1271  15.6052  11.9302  0.000
N  13.9454  17.4125  12.3280  0.000
N  21.2611  10.7472  17.7239  0.000
N  20.8800  20.5367  15.3827  0.000
C  24.7324  12.0670  18.7844  0.000
C  12.5064  12.6176  14.4539  0.000
C  21.0613  9.5289  16.8478  0.000
C  15.7817  11.2005  22.0160  -0.006
C  12.6928  18.0012  11.8786  0.000
C  15.1828  15.2724  21.9915  0.009
C  20.5323  8.4922  23.1858  0.000
C  20.1149  11.6421  21.2244  -0.001
C  21.4186  8.3085  17.7082  0.000
C  12.6431  17.7810  17.0234  0.000
C  21.8950  9.5527  15.5661  0.000
C  14.9410  18.4104  12.7551  0.000
C  13.8128  13.3277  14.0363  0.000
C  19.9999  10.8432  12.9614  0.000
C  18.8403  17.6175  11.2939  0.000
C  21.0421  12.6151  20.4992  0.000
C  24.6467  13.5756  19.0827  0.000
C  16.4593  16.2374  15.2368  0.000
C  26.1446  11.4532  19.0173  0.000
C  17.1645  10.4036  16.0414  0.000
C  16.6380  10.7440  14.6255  0.000
C  20.2535  14.6564  14.2368  0.000
C  22.4819  13.9585  24.2319  0.000
C  20.7254  15.5692  23.8686  0.001
C  20.2829  14.4121  12.7496  0.000
C  19.5106  7.9304  19.0511  0.000
C  19.3820  15.6948  23.1398  0.004
C  18.9261  19.0915  15.4110  0.000
C  18.7339  14.1802  18.2824  -0.013
C  19.7588  20.0280  16.1733  0.000
C  20.3142  19.3187  17.3982  0.000
C  25.1948  15.5582  17.9178  0.000
C  12.0661  10.3521  14.7449  0.000
C  17.7706  10.4615  13.5801  0.000
C  12.3217  11.1657  23.0761  -0.001
C  12.5532  16.3075  17.3363  0.000
C  14.4603  13.0305  17.9724  0.000
C  11.4848  15.9577  18.3785  0.000
C  19.6154  19.6606  10.7850  0.000
C  14.2535  15.4940  23.2382  -0.003
C  17.5765  14.1516  19.4278  0.000
C  21.4618  15.5128  16.0046  0.000
C  18.2453  13.1515  10.0965  0.000
C  13.4685  11.5742  22.2228  -0.002
C  11.6521  16.9483  11.6742  0.000
C  16.2232  12.9841  11.2925  0.000
C  16.0465  17.6932  19.6046  0.000
C  10.5258  15.2162  12.7942  0.000
C  15.0263  17.2532  20.6474  0.001
C  15.8507  13.6593  17.9780  0.000
C  19.7126  18.1407  19.2713  0.000
C  19.0018  17.1248  23.3225  0.001
C  10.8459  16.4385  20.6428  0.000
C  16.0731  17.7080  13.4117  0.000
C  19.0246  16.4523  12.2386  0.000
C  15.5433  13.5552  12.5000  0.000
C  20.9198  10.3912  21.7773  -0.006
C  16.3803  9.8805  21.3086  -0.001
H  21.1544  7.3449  17.1852  0.000
H  19.1490  13.7280  9.9951  0.000
H  19.5703  19.5102  9.6730  0.000
H  18.7293  14.2646  24.5160  0.001
H  21.5844  19.8191  15.2234  0.000
H  16.2840  10.4293  16.6737  0.000
H  12.3083  18.7521  12.5575  0.000
H  23.6100  13.9987  19.0292  0.000
H  19.0558  18.0760  20.1526  0.000
H  18.0909  15.9826  12.2361  0.000
H  18.8546  17.3134  10.2261  0.000
H  12.4595  9.9004  13.8157  0.000
H  18.4626  12.0579  10.2329  0.000
H  19.8266  17.1406  18.8258  0.000
H  14.5120  19.1679  13.4317  0.000
H  16.3377  11.8337  14.6198  0.000
H  10.9621  14.3855  12.3013  0.000
H  20.9324  10.5004  18.6615  0.000
H  18.2027  18.5867  16.1184  0.000
H  21.5448  10.7893  22.5819  0.000
H  26.8887  11.7912  18.3313  0.000
H  24.1283  15.6867  17.7224  0.000
H  15.6062  8.9779  14.2730  0.000
H  15.6412  13.1050  10.3685  0.000
H  21.2437  13.9074  12.5338  0.000
H  20.4536  15.7117  24.8917  0.000
H  20.3693  7.4795  22.7404  0.000
H  20.5586  13.5390  20.2841  0.000
H  13.5335  15.9746  17.6961  0.000
H  21.8136  8.6996  14.8815  0.000
H  11.4249  11.7851  22.9041  0.000
H  11.0150  10.6121  14.5645  0.000
H  16.6439  16.9354  19.1276  0.000
H  26.0102  10.3933  18.9871  0.000
H  20.0073  9.7709  12.6836  0.000
H  11.0424  14.9445  18.3666  0.000
H  12.5392  11.2248  24.1528  0.000
H  13.7728  16.8396  13.1696  0.000
H  15.6597  18.3915  18.8810  0.000
H  14.5259  11.9098  12.8848  0.000
H  20.5931  11.4074  17.4232  0.000
H  13.3587  11.2169  21.1743  -0.002
H  14.1773  16.6614  20.2743  0.000
H  19.6412  17.8161  22.7883  0.000
H  17.3722  10.8233  12.6303  0.000
H  9.7024  15.5485  12.1570  0.000
H  20.6485  16.0094  16.5078  0.000
H  25.7359  15.8204  16.9891  0.000
H  26.5406  11.6961  19.9990  0.000
H  22.9572  9.6759  15.8272  0.000
H  17.6623  13.2637  9.1524  0.000
H  20.3937  20.3878  10.9846  0.000
H  17.5342  15.2548  24.0370  0.001
H  17.7617  9.4930  16.0185  0.000
H  17.7236  11.2340  16.5439  0.000
H  14.4632  14.9177  21.2387  0.004
H  10.1038  15.6497  20.6242  0.000
H  12.0064  10.1389  22.8165  0.000
H  25.5297  16.1524  18.7274  0.000
H  13.6023  14.3848  13.9999  0.000
H  15.2995  14.6285  12.3595  0.000
H  15.5446  11.8598  21.1424  -0.009
H  10.0705  15.0494  13.7768  0.000
H  11.8491  12.3979  13.6224  0.000
H  21.5705  10.0151  20.9450  -0.001
H  16.4241  16.8061  12.8153  0.000
H  19.3056  15.1509  14.4847  0.000
H  21.3583  12.1666  19.5598  0.000
H  19.1764  16.8834  13.2791  0.000
H  16.4014  13.4277  17.0798  0.000
H  19.0568  11.5211  23.0348  0.001
H  13.6445  12.6236  22.1654  0.000
H  16.8190  15.6245  14.4478  0.000
H  20.9545  11.1794  13.3748  0.000
H  15.1867  18.9056  11.8202  0.000
H  13.7976  13.5083  17.2511  0.000
H  12.0442  9.5540  15.4832  0.000
H  24.1942  11.6355  19.6462  0.000
H  19.4716  15.4958  22.0500  0.001
H  17.8548  18.0464  11.4488  0.000
H  20.9279  16.2104  11.7884  0.000
H  18.6629  20.1081  11.1496  0.000
H  18.9065  8.7039  18.5454  0.000
H  17.3178  16.7140  15.7564  0.000
H  11.3366  15.5816  15.8599  0.000
H  19.6521  11.4537  12.1380  0.000
H  21.2761  21.3095  15.8614  0.000
H  17.8498  9.3333  13.5651  0.000
H  24.5923  12.2459  16.7185  0.000
H  14.5971  10.2924  14.7680  0.000
H  19.1332  20.8464  16.5206  0.000
H  11.2468  16.5051  21.6236  0.000
H  19.9696  8.4221  24.1585  0.000
H  21.0313  19.9371  17.8819  0.000
H  19.4462  13.7859  12.5329  0.000
H  22.3753  16.0858  16.1552  0.000
H  19.6334  18.3036  15.1071  0.000
H  12.8149  18.5693  10.9793  0.000
H  20.2945  13.7348  14.8047  0.000
H  22.6209  14.4748  25.1933  0.000
H  18.0180  17.4353  22.9379  0.000
H  23.3394  14.3058  23.6270  0.000
H  22.5127  8.1237  17.8261  0.000
H  21.6624  10.4534  15.0346  0.000
H  16.8536  18.3061  20.0886  0.000
H  12.1498  16.2414  10.9218  0.000
H  14.5119  18.1436  21.0297  0.000
H  18.9605  17.3107  24.3864  0.000
H  16.9434  18.3907  13.5118  0.000
H  21.6005  8.6741  23.3815  0.000
H  17.1548  15.1663  19.4206  0.001
H  13.1411  18.4442  17.7299  0.000
H  20.8493  18.3706  17.1917  0.000
H  25.1732  13.6230  20.0352  0.000
H  23.2404  11.6049  17.3974  0.000
H  18.4172  19.5861  14.5752  0.000
H  19.9999  9.4853  16.5421  0.000
H  19.2212  7.7621  20.1191  0.000
H  19.4285  11.1393  20.5588  -0.001
H  11.8838  13.2549  15.0896  0.000
H  21.9024  12.9370  21.0364  0.000
H  20.1414  12.8308  22.8114  0.000
H  21.4442  16.2992  23.4914  0.000
H  22.5524  12.8796  24.2891  0.000
H  13.2362  17.9935  16.1153  0.000
H  10.7064  17.3330  11.2658  0.000
H  16.3337  13.3610  13.2585  0.000
H  15.7547  14.7232  17.9994  0.000
H  20.6950  18.4883  19.6762  0.000
H  21.5814  14.4792  16.4331  0.000
H  10.3312  17.3407  20.3171  0.000
H  13.9101  13.0521  18.9167  0.000
H  11.6355  18.1913  16.8243  0.000
H  14.4907  11.9649  17.5687  0.000
H  10.6301  16.5720  18.1412  0.000
H  15.9120  15.5486  15.8948  0.000
H  14.5070  13.1052  14.9615  0.000
H  12.8394  15.7158  15.3361  0.000
H  19.3859  6.9872  18.5484  0.000
H  16.3360  11.8873  11.4103  0.000


ORCA calculation (wB97M-V/def2-TZVPD) on a 2-piece molecular cluster, CH6O overall in a non-equilibrium geometry.

Its charge is 0. The frontier orbital gap comes out at 12.48 eV. Its molar mass is 34.1 g mol⁻¹. The calculation puts the total energy at -116.92365 Ha. The value obtained for the energy above the lowest of the compared OMol25 structures with the same formula, charge and spin is 1.9 kJ/mol. For the largest force on an atom, the calculation gives 0.0242 Eh/bohr. The calculation puts the highest occupied orbital energy at -11.6 eV. Its LUMO energy is 0.0331 Eh.

Last column: Mulliken charge in e.
CARTESIAN COORDINATES (ANGSTROEM)
O  -0.1466  -1.1461  1.8175  -0.666
C  0.0177  0.8883  -0.9774  -0.787
H  0.9098  1.5282  -1.0463  0.238
H  -0.8798  1.4843  -1.1996  0.235
H  -0.5596  -2.0382  1.8610  0.323
H  -0.0594  0.4749  0.0390  0.097
H  0.6181  -1.2562  1.2081  0.335
H  0.0998  0.0650  -1.7023  0.226


Which value of charge does entry 1 give? +1


Which value of largest force on an atom does entry 2 give? 0.0242 Eh/bohr